1.
{"formula": "C19H23NO3", "method": "wB97M-V/def2-TZVPD", "homo_ev": -9.0, "gap_ev": 9.57, "smiles": "O=C(c1ccoc1)N1CCC(CO)(CCc2ccccc2)CC1", "mol_weight_g_mol": 313.40, "elements": ["H", "H", "C", "H", "H", "H", "C", "C", "H", "C", "C", "C", "H", "H", "C", "O", "H", "C", "H", "C", "H", "H", "C", "H", "C", "O", "C", "C", "C", "H", "H", "H", "H", "C", "C", "O", "H", "C", "H", "C", "N", "H", "H", "H", "C", "H"], "xyz": [[-5.9137, 3.3319, 0.5378], [0.1892, 1.1901, 0.3588], [-4.5791, 0.3912, -0.0529], [4.4342, -1.3392, 0.1418], [0.9715, -2.1074, 1.5856], [-4.2991, 1.5638, 1.8323], [1.4942, -1.4821, 0.8571], [2.3497, -0.4794, 1.6456], [-0.9038, -1.8925, -1.5157], [-3.8636, -0.8928, 0.1762], [4.3128, -0.2674, 0.0918], [-5.5360, 2.3768, 0.2311], [1.2943, -2.1253, -2.3119], [-0.0501, -3.0046, -0.4395], [4.0253, 2.4789, -0.0331], [1.8883, -1.4107, -2.0559], [-1.7060, 0.5268, -1.1416], [3.2867, 0.3417, 0.8053], [-0.4306, 0.0878, 1.5917], [-5.3293, 0.7247, -1.1421], [2.3791, 2.2164, 1.3032], [-1.4385, -2.1350, 1.4765], [-0.3416, 0.2510, 0.5169], [5.9622, -0.0052, -1.2393], [0.4490, -0.9059, -0.1183], [-4.4680, -1.9432, 0.2991], [-0.5431, -2.0326, -0.4928], [5.1745, 0.4836, -0.6853], [5.0314, 1.8594, -0.7530], [-2.4234, -2.8697, 0.2016], [1.8607, 0.3741, -1.1711], [-5.5150, 0.2034, -2.0596], [3.9117, 3.5527, -0.0733], [1.1434, -0.4127, -1.4061], [-4.7241, 1.4815, 0.8527], [-5.8994, 1.9280, -0.9798], [1.7105, 0.1837, 2.2298], [-1.7531, -2.0372, 0.4309], [2.9472, -1.0624, 2.3532], [-1.7504, 0.3758, -0.0541], [-2.5158, -0.8153, 0.2564], [2.1592, -2.1265, 0.2785], [5.7042, 2.4466, -1.3604], [-2.2438, 1.2484, 0.3791], [3.1610, 1.7239, 0.7408], [0.3871, 0.0051, -2.0881]], "lowdin_charge": [0.121, 0.121, -0.141, 0.118, 0.119, 0.116, -0.130, -0.136, 0.129, -0.417, -0.043, -0.112, 0.086, 0.125, -0.086, -0.041, 0.132, -0.252, 0.126, -0.049, 0.109, 0.132, -0.104, 0.103, -0.422, 0.073, -0.111, -0.076, -0.093, 0.125, 0.113, 0.137, 0.101, -0.211, -0.021, 0.025, 0.104, -0.123, 0.123, -0.127, -0.037, 0.114, 0.099, 0.116, -0.061, 0.128]}

2.
{"formula": "C31H45F4N2Sb2SeSiV", "method": "wB97M-V/def2-TZVPD", "homo_ev": [-3.6, -4.3], "gap_ev": [6.07, 6.74], "total_charge": -1, "multiplicity": 4, "mol_weight_g_mol": 923.22, "elements": ["H", "C", "H", "C", "H", "H", "H", "C", "C", "H", "H", "C", "C", "H", "H", "C", "H", "H", "H", "H", "H", "H", "Sb", "H", "H", "F", "C", "C", "H", "H", "H", "C", "H", "F", "H", "C", "C", "F", "H", "C", "C", "H", "Sb", "C", "C", "H", "H", "H", "N", "C", "C", "C", "Si", "C", "C", "C", "H", "H", "H", "C", "C", "H", "H", "H", "C", "H", "H", "H", "N", "C", "H", "H", "H", "Se", "C", "H", "F", "C", "H", "H", "C", "C", "V", "C", "H", "H", "H"], "xyz": [[1.3277, -0.8751, 4.6486], [-5.5665, -1.0214, 1.1260], [1.6592, 1.8535, -1.6683], [3.1791, -1.6666, -0.6913], [1.2889, 4.5559, 0.6538], [1.9094, -2.8372, -3.2189], [-2.3199, -2.1825, -3.9505], [3.1884, -3.9816, -0.2134], [0.9143, -2.8878, -3.6747], [-1.1393, 4.3760, 0.4693], [0.8429, 3.4412, -1.7087], [-4.3273, -0.6039, -1.7547], [4.9488, 1.0757, 2.9492], [-2.2120, -0.4378, -4.1872], [-3.6646, -0.0432, -2.4096], [-4.2489, 1.7617, 0.4527], [5.3799, -3.2618, -2.7163], [0.5287, -4.1106, 0.9573], [-1.2819, 4.6024, -1.8418], [1.2317, 1.4523, 3.8184], [-5.5331, 2.1533, -1.8058], [-1.4346, -1.5340, -5.3472], [-3.6855, -0.3634, 0.2708], [-0.0419, 1.9388, -2.1437], [-1.4852, -1.4707, 4.3553], [2.6958, -0.4022, -0.4718], [-4.2291, 3.4026, -2.9454], [-2.5437, 3.3118, -0.6966], [-5.6692, -0.6362, 2.1416], [1.1043, 3.9387, 2.3180], [-3.8732, 2.1175, 1.4127], [2.6568, -2.7097, 0.1183], [-1.0123, -2.4367, 1.5895], [4.5993, -0.7792, -2.3255], [2.4245, 3.3426, 1.3166], [-1.0100, -0.8070, 3.6172], [1.1422, -1.7595, 4.0456], [4.5796, -5.4007, -1.4412], [1.4839, -3.9678, 2.4306], [4.6383, -3.1067, -1.9487], [4.1259, -4.1523, -1.2051], [1.1679, -0.0381, -4.9694], [0.1488, 2.0930, 0.5361], [-2.2075, 4.0405, -1.8425], [4.5757, 1.8394, 4.0474], [-2.7225, 4.6601, -3.8248], [-0.6956, -3.3899, 3.0712], [1.0379, -3.0125, -4.7561], [1.7557, -2.3887, 1.0374], [3.9832, 0.4411, 2.1734], [-3.0218, 4.0845, -2.9581], [-1.6621, -1.3778, -4.2869], [-0.0739, -1.3333, -3.2632], [-1.6178, 3.3952, 0.4788], [-3.7710, 2.6128, -0.6873], [-4.5904, 2.6902, -1.8174], [5.9989, 0.9730, 2.6937], [2.9072, 2.5515, 5.1988], [-5.3384, 1.7720, 0.4887], [0.7183, 2.3776, -1.4981], [1.3887, 3.6801, 1.2981], [0.3520, 1.0696, -3.8481], [-5.3601, -0.2771, -1.8818], [-6.3992, -0.6599, 0.5220], [2.6048, 0.5225, 2.4368], [-5.5993, -2.1106, 1.1665], [-4.8862, 3.4280, -3.8057], [0.7712, -2.5697, 4.6906], [0.1510, -1.4481, 3.0046], [0.9345, -3.3903, 1.6767], [-0.6942, 0.1060, 4.1210], [2.0824, -2.0522, 3.5858], [-2.1359, 3.2983, 1.4335], [-0.5798, -1.2691, -1.1015], [3.2246, 1.9547, 4.3489], [4.3326, -0.1473, 1.3287], [2.8042, -5.0762, 0.4917], [2.2823, 1.3135, 3.5543], [-4.2263, -1.6593, -2.0101], [1.8502, 0.2678, -3.3697], [4.1384, -1.8483, -1.6506], [0.9188, 0.1333, -3.9162], [1.1394, -0.4588, 1.2170], [-0.2598, -2.6936, 2.3360], [-1.7364, -0.5552, 2.8452], [0.4167, -3.7747, -3.2755], [5.3224, 2.3379, 4.6550]], "lowdin_spin": [0.000, 0.000, 0.000, 0.007, 0.000, 0.000, 0.000, 0.006, 0.001, 0.000, 0.000, 0.001, -0.002, 0.000, 0.000, 0.000, 0.001, 0.000, 0.000, 0.003, 0.000, 0.000, 0.002, 0.000, 0.001, 0.024, 0.000, 0.000, 0.000, 0.000, 0.000, 0.009, 0.002, -0.001, 0.000, 0.012, 0.005, 0.000, 0.000, 0.010, 0.001, 0.000, 0.034, 0.000, 0.019, 0.000, 0.001, 0.000, 0.004, 0.016, 0.000, 0.000, 0.002, -0.001, 0.000, 0.000, -0.001, -0.001, 0.000, 0.006, 0.005, 0.000, 0.000, 0.000, 0.000, 0.000, 0.000, 0.000, 0.014, 0.003, 0.001, 0.001, 0.000, 0.013, -0.002, 0.001, 0.001, 0.020, 0.000, 0.000, 0.000, 0.001, 2.764, 0.009, 0.003, 0.000, 0.001]}

3.
{"formula": "H2P2S4", "method": "wB97M-V/def2-TZVPD", "homo_ev": -8.7, "gap_ev": 7.88, "smiles": "SP1#S#P(S)S1", "mol_weight_g_mol": 192.23, "elements": ["S", "P", "H", "S", "S", "P", "H", "S"], "xyz": [[0.2973, -1.0631, -1.8232], [-1.5452, -0.8222, -0.7047], [-2.3580, 1.5293, 0.3343], [1.9317, 0.9646, 0.4191], [-0.4163, -1.1843, 1.2279], [1.4303, -1.0810, 0.0513], [2.5021, 0.3762, 1.4377], [-1.8419, 1.2806, -0.9425]], "lowdin_charge": [0.008, -0.032, -0.152, 0.262, -0.006, -0.040, -0.244, 0.204]}

4.
{"formula": "C6H18N4", "method": "wB97M-V/def2-TZVPD", "homo_ev": -7.2, "gap_ev": 8.17, "mol_weight_g_mol": 146.24, "elements": ["N", "H", "H", "H", "H", "H", "C", "H", "C", "H", "N", "C", "H", "N", "H", "H", "H", "C", "H", "C", "H", "H", "H", "H", "H", "H", "C", "N"], "xyz": [[-1.8206, -1.4821, 2.0878], [-1.7659, -0.5958, 2.5823], [-1.4485, 2.0628, -0.5874], [-1.6416, -2.2257, 0.1731], [0.4252, 0.5149, 1.9867], [-0.6821, -0.8871, -2.3625], [0.1417, -0.7019, 0.2228], [1.0835, -2.5047, 0.1741], [-0.2664, 0.4282, -0.6419], [-0.7653, 0.8289, -2.6986], [-0.9265, 1.4843, 0.0594], [-0.9693, 0.0728, -1.9398], [1.9269, -0.1219, 1.2836], [0.8561, -1.7387, -0.4463], [-2.0493, 0.0597, -1.8039], [1.2329, 1.6140, -2.0918], [-0.2173, 2.0863, 0.4924], [0.8825, -0.3385, 1.4962], [0.3927, -2.0948, -1.2697], [1.4330, 1.1814, -1.1103], [2.1704, 1.9325, 0.6566], [-2.3801, -0.6566, 0.3196], [2.2233, 0.4271, -1.1928], [2.3048, 2.9840, -0.5826], [-1.1626, -2.1385, 2.4927], [0.8841, -1.1901, 2.1800], [-1.5649, -1.2724, 0.6966], [1.7035, 2.2721, -0.1765]], "lowdin_charge": [-0.024, 0.069, 0.083, 0.086, 0.078, 0.073, -0.487, 0.084, -0.472, 0.076, 0.066, -0.043, 0.073, 0.074, 0.078, 0.076, 0.056, -0.054, 0.065, -0.145, 0.053, 0.080, 0.079, 0.071, 0.059, 0.074, -0.183, -0.044]}

Energy relative to the best compared isomer or geometry (same formula, charge and spin) list, top to bottom, in eV: 1.430; 0.230; 0.337; 1.603